{"formula": "C69H156F2N4O5P3S2", "method": "wB97M-V/def2-TZVPD", "charge": 4, "orbital_gap_ev": [3.407, 8.916], "e_tot_ha": -5336.59851, "lumo_ha": [-0.275, -0.256], "spin_multiplicity": 2, "symbols": ["S", "S", "P", "P", "P", "F", "F", "O", "O", "O", "O", "O", "N", "N", "N", "N", "C", "C", "C", "C", "C", "C", "C", "C", "C", "C", "C", "C", "C", "C", "C", "C", "C", "C", "C", "C", "C", "C", "C", "C", "C", "C", "C", "C", "C", "C", "C", "C", "C", "C", "C", "C", "C", "C", "C", "C", "C", "C", "C", "C", "C", "C", "C", "C", "C", "C", "C", "C", "C", "C", "C", "C", "C", "C", "C", "C", "C", "C", "C", "C", "C", "C", "C", "C", "C", "H", "H", "H", "H", "H", "H", "H", "H", "H", "H", "H", "H", "H", "H", "H", "H", "H", "H", "H", "H", "H", "H", "H", "H", "H", "H", "H", "H", "H", "H", "H", "H", "H", "H", "H", "H", "H", "H", "H", "H", "H", "H", "H", "H", "H", "H", "H", "H", "H", "H", "H", "H", "H", "H", "H", "H", "H", "H", "H", "H", "H", "H", "H", "H", "H", "H", "H", "H", "H", "H", "H", "H", "H", "H", "H", "H", "H", "H", "H", "H", "H", "H", "H", "H", "H", "H", "H", "H", "H", "H", "H", "H", "H", "H", "H", "H", "H", "H", "H", "H", "H", "H", "H", "H", "H", "H", "H", "H", "H", "H", "H", "H", "H", "H", "H", "H", "H", "H", "H", "H", "H", "H", "H", "H", "H", "H", "H", "H", "H", "H", "H", "H", "H", "H", "H", "H", "H", "H", "H", "H", "H", "H", "H", "H", "H", "H", "H", "H", "H", "H", "H", "H", "H", "H", "H", "H"], "coordinates": [[-20.391, -1.747, -3.156], [-19.334, -1.235, -5.185], [-16.100, -9.277, -7.562], [-13.593, -1.361, -8.784], [-14.846, 0.088, -1.814], [-19.060, -2.019, -6.548], [-21.474, -2.739, -2.452], [-21.287, -0.568, -3.203], [-21.305, -5.252, -7.100], [-19.321, -1.775, -2.197], [-19.948, -0.040, -5.758], [-17.952, -1.139, -4.680], [-20.358, -2.443, -4.509], [-24.739, 0.765, -3.399], [-20.548, -7.646, -2.958], [-22.356, -3.618, -5.727], [-23.203, 3.415, -6.631], [-16.693, -9.851, -9.174], [-16.016, -11.136, -9.810], [-22.814, -2.422, -6.669], [-16.076, -3.832, -1.113], [-19.523, -5.487, -2.916], [-26.449, -0.889, -3.253], [-11.015, 1.962, -1.625], [-19.235, -6.036, -4.320], [-13.108, 0.043, -11.244], [-22.302, -4.952, -6.455], [-12.504, 1.749, -1.495], [-22.064, -7.448, -2.796], [-15.273, 1.641, -5.712], [-22.865, 2.385, -4.218], [-18.174, -5.647, -7.903], [-13.195, -1.311, -10.579], [-20.138, -9.134, -2.741], [-16.179, -1.225, -9.780], [-20.118, -7.285, -4.407], [-24.076, 1.058, -2.008], [-15.463, -4.628, -4.915], [-16.814, -11.483, -11.052], [-10.788, 3.072, -7.435], [-20.221, -9.604, -1.261], [-17.936, 0.618, -10.138], [-12.540, -0.330, -7.688], [-15.437, -1.635, -2.313], [-14.927, 0.623, -4.628], [-16.728, 1.685, -6.047], [-19.704, -6.657, -2.044], [-17.887, -10.873, -5.991], [-18.796, -4.747, -9.024], [-19.460, 0.798, 0.843], [-15.151, -2.616, -1.202], [-22.210, 2.901, -5.448], [-23.486, -5.888, -6.327], [-16.479, -10.716, -12.302], [-17.463, -6.918, -8.425], [-16.209, -4.431, 0.226], [-15.440, 1.051, -3.241], [-12.686, -0.173, -12.767], [-13.823, -7.956, -8.658], [-14.354, -9.046, -7.689], [-18.109, -12.053, -4.964], [-17.100, 0.203, -0.251], [-11.478, 1.794, -7.054], [-16.476, -10.591, -6.269], [-26.048, 1.511, -3.633], [-10.321, 1.700, -2.972], [-17.405, -13.403, -5.224], [-11.730, -7.200, -9.774], [-13.000, 0.270, -1.604], [-27.027, 0.488, -3.106], [-17.880, 0.922, 0.817], [-12.302, -8.281, -8.826], [-23.727, 1.159, -4.501], [-19.707, -11.648, 0.103], [-15.650, 0.584, -0.277], [-14.543, -4.574, -6.189], [-19.597, -11.007, -1.305], [-24.975, -0.755, -3.384], [-15.217, -0.608, -8.759], [-13.971, -0.453, -13.522], [-14.572, -3.197, -6.836], [-17.591, -0.754, -9.593], [-17.136, -7.798, -7.234], [-13.752, -3.061, -8.142], [-12.045, 1.021, -8.276], [-10.382, 3.540, -6.538], [-26.692, -1.552, -2.423], [-16.271, -2.308, -9.860], [-11.027, 2.121, -3.688], [-24.305, 1.160, -5.426], [-12.576, -0.368, -2.379], [-19.763, -8.878, -0.588], [-14.690, 0.362, -13.611], [-16.059, -11.483, -6.737], [-12.123, 0.632, -13.240], [-12.236, 0.592, -10.888], [-10.001, 0.663, -3.075], [-9.499, 2.416, -2.963], [-22.241, -6.528, -3.354], [-14.140, -3.015, -1.273], [-15.862, -4.540, -1.913], [-22.649, -1.513, -6.091], [-18.103, -4.321, -9.749], [-23.112, 0.277, -4.677], [-19.387, -12.689, 0.147], [-19.148, -11.190, 0.920], [-26.034, 2.358, -2.947], [-21.031, -7.027, -4.943], [-14.005, -6.968, -8.236], [-15.453, 1.639, -0.091], [-13.876, -2.064, -10.975], [-11.878, -8.426, -7.832], [-12.873, 1.520, -8.780], [-20.275, -6.508, -1.127], [-17.801, -14.069, -5.991], [-23.388, 3.153, -3.648], [-19.793, -0.219, 0.639], [-16.486, -1.585, -2.606], [-16.593, -12.526, -11.275], [-18.016, -7.483, -9.175], [-13.839, 0.590, -4.566], [-15.096, -4.135, -4.016], [-13.862, -10.003, -7.868], [-12.817, -0.208, -0.641], [-11.245, 0.956, -9.013], [-15.640, -5.651, -4.581], [-12.211, 2.017, -6.279], [-18.197, -6.359, -4.390], [-11.553, 3.677, -7.921], [-12.776, 2.080, -0.493], [-10.624, 1.202, -0.949], [-24.043, 4.027, -6.300], [-22.701, -8.215, -3.237], [-18.972, -5.847, -7.188], [-20.744, -11.738, 0.428], [-15.024, -5.301, -6.843], [-18.649, -4.920, -2.597], [-12.272, -9.157, -9.475], [-16.343, -5.513, 0.227], [-24.855, 0.728, -1.321], [-17.877, -11.365, -10.844], [-17.460, 0.459, -1.248], [-12.063, -1.067, -12.775], [-16.856, -9.693, -12.318], [-14.245, -7.973, -9.663], [-16.923, -11.150, -13.198], [-18.986, 0.860, -9.970], [-14.947, -10.932, -9.870], [-23.237, 0.369, -1.905], [-10.822, 3.002, -1.360], [-22.287, -7.461, -1.729], [-19.920, 1.110, 1.781], [-23.629, 2.620, -7.243], [-12.272, -1.883, -10.678], [-17.775, 0.731, -11.210], [-12.964, 2.469, -2.172], [-15.871, -0.813, -10.741], [-17.747, -0.744, -8.514], [-22.082, 1.991, -3.570], [-24.399, -5.324, -6.519], [-18.324, -9.910, -5.726], [-22.682, 4.141, -7.255], [-15.157, 0.453, -8.998], [-16.155, -12.011, -9.174], [-14.313, -3.579, -8.920], [-11.708, -1.015, -7.533], [-14.009, 0.653, -11.189], [-23.474, -6.235, -5.293], [-14.498, -1.354, -13.209], [-17.288, -14.011, -4.327], [-18.563, -10.847, -1.611], [-23.405, -6.694, -7.056], [-11.716, -6.229, -9.279], [-15.266, -2.035, -0.287], [-10.733, -7.448, -10.138], [-16.572, -7.346, -6.418], [-15.045, 2.669, -5.430], [-16.522, -6.687, -8.925], [-17.280, -0.860, -0.092], [-21.249, -9.657, -0.901], [-16.429, -4.161, -5.101], [-17.242, 2.143, -5.202], [-13.546, -4.994, -6.057], [-14.601, 1.465, -6.552], [-19.759, -8.073, -5.069], [-12.418, -7.088, -10.612], [-15.641, -0.474, -7.764], [-14.225, -2.426, -6.148], [-15.248, 2.092, -2.982], [-17.753, -10.082, -9.073], [-27.287, 0.813, -2.099], [-27.923, 0.486, -3.726], [-19.418, -5.344, -5.143], [-15.237, -0.357, -4.990], [-17.981, -8.136, -6.634], [-15.032, 0.085, 0.470], [-21.499, -3.342, -5.270], [-16.528, 1.003, -3.205], [-18.276, -1.522, -9.951], [-24.367, -1.311, -2.671], [-17.109, 0.674, -6.193], [-17.452, 0.521, 1.736], [-17.072, -3.508, -1.415], [-19.147, -12.243, -4.691], [-26.892, -1.492, -4.046], [-21.738, 1.990, -5.816], [-16.712, -9.076, -9.939], [-13.922, -8.853, -6.707], [-15.411, -10.676, -12.514], [-18.774, -7.128, -1.726], [-17.497, -5.079, -7.265], [-19.535, -5.340, -9.563], [-15.862, -10.366, -5.397], [-26.238, 1.858, -4.648], [-24.698, -1.313, -4.277], [-23.052, -3.716, -5.002], [-13.155, -0.149, -6.806], [-13.741, -0.675, -14.564], [-24.000, 2.136, -1.872], [-17.721, -11.520, -4.096], [-19.362, -3.904, -8.629], [-15.451, -4.237, 0.984], [-12.771, -3.533, -8.090], [-17.633, 1.983, 0.791], [-17.446, 1.465, -9.658], [-16.817, 2.239, -6.982], [-20.031, 1.444, 0.176], [-16.340, -13.235, -5.383], [-10.757, 1.163, -6.534], [-19.108, -9.182, -3.092], [-14.882, -2.013, -3.172], [-23.857, -2.509, -6.972], [-20.391, -4.829, -2.875], [-15.575, -2.976, -7.199], [-18.468, -11.128, -6.878], [-17.051, -3.982, 0.754], [-22.139, -2.309, -7.517], [-20.766, -9.772, -3.363], [-9.949, 3.002, -8.128], [-20.033, -11.706, -2.019], [-21.526, 3.724, -5.241]], "lowdin_charge": [0.3952, 0.4967, 1.0452, 1.0381, 1.0678, -0.2400, -0.2525, -0.3614, 0.0796, -0.3096, -0.3305, -0.3685, -0.3371, -0.1958, -0.1921, 0.0949, -0.0705, -0.2684, -0.2049, 0.0678, -0.2796, -0.1568, -0.1693, -0.2684, -0.1282, -0.2201, -0.4021, -0.2484, 0.0446, -0.2807, -0.2144, -0.2234, -0.2710, -0.1144, -0.2454, -0.0924, 0.0621, -0.0828, -0.2696, -0.0988, -0.1786, -0.0823, -0.2450, -0.2335, -0.2353, -0.0915, -0.0654, -0.2642, -0.0784, -0.0723, -0.2523, -0.1998, 0.0221, -0.1057, -0.2160, -0.1092, -0.2576, -0.2085, -0.2338, -0.2925, -0.2164, -0.2754, -0.2847, -0.2608, -0.0683, -0.0875, -0.0790, -0.0933, -0.2239, -0.1510, -0.2225, -0.2282, -0.1209, -0.0910, -0.2756, -0.2242, -0.2422, -0.1152, -0.2729, -0.1214, -0.2305, -0.2650, -0.2677, -0.2523, -0.2167, 0.0798, 0.1263, 0.1048, 0.0586, 0.1225, 0.0894, 0.1132, 0.0814, 0.0896, 0.1177, 0.0918, 0.0772, 0.0801, 0.0803, 0.1242, 0.0914, 0.0695, 0.0625, 0.0897, 0.0766, 0.0798, 0.1359, 0.0979, 0.0883, 0.1152, 0.0910, 0.1159, 0.1035, 0.1393, 0.0856, 0.1185, 0.0615, 0.0813, 0.1197, 0.1120, 0.0919, 0.0455, 0.1092, 0.0949, 0.1136, 0.0586, 0.0922, 0.1024, 0.0841, 0.1121, 0.1116, 0.0635, 0.1145, 0.0627, 0.0785, 0.0694, 0.1184, 0.1134, 0.0740, 0.1080, 0.1142, 0.1043, 0.1039, 0.0670, 0.1078, 0.0846, 0.0795, 0.1068, 0.0942, 0.1214, 0.1101, 0.0684, 0.0553, 0.1050, 0.0807, 0.1038, 0.1006, 0.0912, 0.1103, 0.0948, 0.0665, 0.0642, 0.1049, 0.1060, 0.0904, 0.1014, 0.1106, 0.0676, 0.0667, 0.0818, 0.1007, 0.1060, 0.0587, 0.0874, 0.0838, 0.0821, 0.1198, 0.1047, 0.1163, 0.1188, 0.0711, 0.0910, 0.1147, 0.0741, 0.1103, 0.0742, 0.0861, 0.1041, 0.1025, 0.0963, 0.1274, 0.1290, 0.0940, 0.0918, 0.0671, 0.1026, 0.0245, 0.0905, 0.1072, 0.1291, 0.0457, 0.1138, 0.0885, 0.1019, 0.1206, 0.0889, 0.0879, 0.1061, 0.0819, 0.1374, 0.0883, 0.0761, 0.1134, 0.1419, 0.1111, 0.1451, 0.0668, 0.0783, 0.1052, 0.0859, 0.0521, 0.0845, 0.0991, 0.1080, 0.0685, 0.0847, 0.0626, 0.0634, 0.1098, 0.1188, 0.0785, 0.0985, 0.0979, 0.1088, 0.1175, 0.0814, 0.1043, 0.1369, 0.0852, 0.1120, 0.1142]}